w:
C8H10OS | ωB97M-V/def2-TZVPD

Atoms and positions in Å:
C1 -0.184 2.203 1.862
C2 -0.586 0.902 1.213
C3 -1.863 0.598 0.489
C4 -0.521 0.544 -0.288
O1 0.110 1.611 -0.968
C5 0.092 -0.690 -0.718
C6 1.080 -0.968 -1.608
C7 1.358 -2.295 -1.770
C8 0.802 -3.093 -0.834
S1 -0.210 -2.138 0.208
H1 -0.710 2.943 1.336
H2 0.827 2.395 1.922
H3 -0.576 2.320 2.850
H4 -0.365 0.151 1.952
H5 -2.287 -0.417 0.437
H6 -2.445 1.392 0.251
H7 1.068 1.679 -0.814
H8 1.527 -0.276 -2.224
H9 1.968 -2.689 -2.454
H10 0.917 -4.172 -0.842

As for the structure (SMILES): C[C@H]1C[C@]1(O)c1cccs1. The molar mass is 154.2 g mol⁻¹. The value obtained for the frontier orbital gap is 8.961 eV. As for the charge: 0. The value obtained for the HOMO energy is -8.20 eV.

=====

x:
C8H10OS | ωB97M-V/def2-TZVPD

Atoms and positions in Å:
C1 -2.790 0.769 0.335
C2 -1.383 0.672 0.960
C3 -0.161 0.064 0.204
C4 -0.097 -1.296 0.313
C5 0.997 -2.135 -0.160
C6 2.113 -1.523 -0.595
C7 2.180 -0.072 -0.733
S1 2.506 1.064 0.647
C8 0.981 0.802 -0.292
O1 0.717 1.899 -1.122
H1 -3.208 -0.299 0.318
H2 -2.843 1.110 -0.667
H3 -3.396 1.356 1.027
H4 -1.601 0.013 1.726
H5 -1.133 1.704 1.225
H6 -1.097 -1.748 0.477
H7 0.970 -3.239 -0.173
H8 3.094 -1.995 -0.808
H9 2.728 0.242 -1.644
H10 1.424 2.611 -1.039

As for the structure (SMILES): CCC1=CC=C[C@@H]2S[C@]12O. The molar mass is 154.2 g mol⁻¹. The value obtained for the frontier orbital gap is 8.687 eV. As for the charge: 0. The value obtained for the HOMO energy is -8.42 eV.

=====

Order of stability, best first: x, w

=====

w:
C8H32N2O7 | ωB97M-V/def2-TZVPD

Atoms and positions in Å:
C1 -1.222 7.326 -5.111
O1 -0.326 6.214 -4.948
C2 -0.790 5.216 -4.060
C3 0.118 4.948 -2.856
C4 1.584 4.684 -3.213
N1 -0.524 3.923 -2.007
H1 -1.581 7.693 -4.150
H2 -1.945 7.089 -5.891
H3 -0.601 8.162 -5.432
H4 -1.854 5.283 -3.834
H5 -0.755 4.272 -4.603
H6 0.206 5.914 -2.358
H7 1.720 3.960 -4.017
H8 2.194 4.394 -2.358
H9 2.081 5.591 -3.557
H10 -1.517 4.042 -1.870
H11 -0.344 3.092 -2.552
C5 -1.160 -4.300 6.600
O2 -1.072 -3.419 5.508
C6 -2.395 -3.150 5.020
C7 -2.394 -1.925 4.054
C8 -2.349 -0.518 4.676
N2 -3.579 -1.831 3.224
H12 -1.756 -5.157 6.287
H13 -1.584 -3.759 7.446
H14 -0.197 -4.763 6.817
H15 -2.818 -4.021 4.519
H16 -3.090 -2.885 5.816
H17 -1.481 -1.938 3.459
H18 -3.245 -0.363 5.277
H19 -2.414 0.291 3.948
H20 -1.428 -0.373 5.242
H21 -4.283 -1.762 3.945
H22 -3.680 -2.774 2.877
O3 3.283 -3.447 3.729
H23 2.579 -3.545 4.370
H24 3.964 -4.049 4.028
O4 4.068 -5.635 -5.396
H25 3.704 -5.229 -4.609
H26 3.414 -6.284 -5.656
O5 7.179 -2.116 -3.043
H27 7.656 -1.718 -2.315
H28 6.297 -2.264 -2.700
O6 2.650 -2.983 -1.148
H29 2.721 -2.979 -0.193
H30 1.721 -3.142 -1.318
O7 -1.877 -1.963 -2.647
H31 -2.239 -1.536 -1.870
H32 -2.644 -2.262 -3.135

As for the structure (SMILES): COC[C@H](C)N.COC[C@H](C)N.O.O.O.O.O. The molar mass is 268.4 g mol⁻¹. The value obtained for the frontier orbital gap is 9.400 eV. As for the charge: 0. The value obtained for the HOMO energy is -9.01 eV.

=====

x:
C8H32N2O7 | ωB97M-V/def2-TZVPD

Atoms and positions in Å:
C1 11.504 -24.271 6.078
O1 11.167 -25.278 7.017
C2 10.896 -24.736 8.365
C3 10.648 -25.907 9.367
C4 9.286 -26.592 8.985
N1 10.525 -25.392 10.701
H1 11.848 -24.819 5.200
H2 12.250 -23.605 6.512
H3 10.608 -23.700 5.836
H4 11.785 -24.196 8.692
H5 10.071 -24.026 8.311
H6 11.522 -26.559 9.366
H7 9.108 -27.431 9.658
H8 9.251 -26.841 7.925
H9 8.404 -25.983 9.179
H10 11.449 -25.261 11.087
H11 10.103 -26.118 11.263
C5 14.855 -26.044 12.480
O2 14.440 -24.699 12.735
C6 15.587 -23.893 13.050
C7 15.329 -22.464 13.450
C8 14.500 -22.323 14.778
N2 14.744 -21.671 12.359
H12 14.041 -26.543 13.006
H13 15.842 -26.316 12.853
H14 14.765 -26.173 11.402
H15 16.173 -24.340 13.853
H16 16.250 -23.769 12.193
H17 16.279 -21.956 13.614
H18 14.338 -21.251 14.893
H19 15.025 -22.710 15.651
H20 13.504 -22.736 14.614
H21 15.248 -21.961 11.533
H22 15.044 -20.735 12.592
O3 6.236 -18.845 12.002
H23 6.574 -19.710 12.233
H24 5.460 -19.024 11.472
O4 10.879 -19.713 10.817
H25 11.710 -20.103 11.091
H26 10.226 -20.390 10.995
O5 10.811 -17.175 8.007
H27 10.630 -17.681 8.800
H28 11.459 -16.525 8.280
O6 8.209 -22.410 12.138
H29 8.184 -22.645 13.066
H30 8.453 -23.220 11.692
O7 9.704 -16.612 12.222
H31 8.797 -16.894 12.344
H32 10.164 -17.400 11.933

As for the structure (SMILES): COC[C@H](C)N.COC[C@H](C)N.O.O.O.O.O. The molar mass is 268.4 g mol⁻¹. The value obtained for the frontier orbital gap is 10.084 eV. As for the charge: 0. The value obtained for the HOMO energy is -9.71 eV.

=====

Order of stability, best first: x, w

=====

w:
C2H14N2O3 | ωB97M-V/def2-TZVPD

Atoms and positions in Å:
N1 0.277 1.378 -1.287
C1 -0.154 1.327 0.101
C2 -0.533 -0.076 0.571
N2 -1.837 -0.251 1.194
H1 0.846 2.189 -1.478
H2 -0.495 1.413 -1.934
H3 -0.983 2.033 0.292
H4 0.573 1.780 0.744
H5 -0.410 -0.751 -0.275
H6 0.252 -0.343 1.268
H7 -2.522 0.432 0.884
H8 -2.258 -1.140 0.971
O1 -0.639 1.736 3.299
H9 -1.297 1.357 2.713
H10 -0.032 1.111 3.695
O2 1.763 -3.152 -0.406
H11 1.738 -2.434 -1.061
H12 2.634 -3.526 -0.577
O3 1.120 -1.248 -2.619
H13 1.128 -1.505 -3.546
H14 0.829 -0.328 -2.551

As for the structure (SMILES): NCCN.O.O.O. The molar mass is 114.1 g mol⁻¹. The value obtained for the frontier orbital gap is 9.993 eV. As for the charge: 0. The value obtained for the HOMO energy is -9.36 eV.

=====

x:
C2H14N2O3 | ωB97M-V/def2-TZVPD

Atoms and positions in Å:
N1 2.698 -0.587 -0.636
C1 1.727 0.176 -1.445
C2 0.359 0.355 -0.677
N2 0.665 1.166 0.520
H1 2.728 -0.229 0.305
H2 2.468 -1.556 -0.667
H3 2.116 1.193 -1.448
H4 1.598 -0.428 -2.336
H5 0.184 -0.676 -0.391
H6 -0.330 0.839 -1.366
H7 0.678 0.509 1.283
H8 -0.080 1.803 0.750
O1 -0.340 -2.643 0.297
H9 -1.262 -2.421 0.229
H10 -0.080 -3.075 1.093
O2 -2.483 -2.217 -1.351
H11 -1.920 -2.091 -2.100
H12 -3.293 -2.614 -1.659
O3 -1.520 4.043 2.979
H13 -2.344 3.608 3.138
H14 -1.569 4.844 3.482

As for the structure (SMILES): NCCN.O.O.O. The molar mass is 114.1 g mol⁻¹. The value obtained for the frontier orbital gap is 8.780 eV. As for the charge: 0. The value obtained for the HOMO energy is -8.20 eV.

=====

Order of stability, best first: w, x

=====

w:
C29H47CsFNO10PSb | ωB97M-V/def2-TZVPD

Atoms and positions in Å:
Cs1 0.106 -0.248 0.636
O1 2.707 -3.389 1.735
C1 1.582 -3.178 1.259
O2 0.613 -2.578 1.795
C2 1.315 -3.777 -0.161
C3 -0.136 -3.689 -0.663
C4 -0.360 -4.790 -1.717
C5 0.444 -4.226 -2.912
C6 0.936 -2.885 -2.330
O3 -0.155 -2.503 -1.483
C7 2.102 -3.149 -1.354
C8 2.885 -1.826 -1.159
O4 3.884 -1.653 -1.885
O5 2.370 -1.007 -0.362
H1 1.633 -4.819 -0.073
H2 -0.881 -3.593 0.121
H3 -1.422 -4.880 -1.958
H4 -0.003 -5.763 -1.377
H5 -0.197 -4.056 -3.780
H6 1.272 -4.864 -3.220
H7 1.125 -2.100 -3.059
H8 2.802 -3.862 -1.787
O6 0.176 4.105 -2.559
C9 0.348 2.787 -2.532
O7 -0.422 2.028 -3.069
C10 1.617 2.324 -1.816
N1 2.476 3.484 -1.523
C11 3.686 3.395 -2.365
C12 3.338 2.379 -3.455
C13 2.447 1.392 -2.705
H9 1.370 1.809 -0.884
H10 2.711 3.469 -0.538
H11 0.924 4.476 -2.041
H12 4.544 3.033 -1.788
H13 3.940 4.376 -2.774
H14 4.222 1.911 -3.887
H15 2.780 2.872 -4.259
H16 3.051 0.730 -2.083
H17 1.819 0.779 -3.350
C14 -6.475 0.643 0.428
C15 -5.752 0.104 1.649
O8 -4.952 -1.021 1.317
P1 -3.345 -0.713 0.971
O9 -2.817 -2.230 1.183
C16 -2.505 -2.655 2.526
C17 -3.387 -3.841 2.853
O10 -3.307 -0.720 -0.644
C18 -3.673 -1.882 -1.404
C19 -4.399 -1.419 -2.651
H18 -7.124 1.476 0.706
H19 -7.082 -0.140 -0.030
H20 -5.753 0.997 -0.310
H21 -6.461 -0.234 2.408
H22 -5.126 0.889 2.091
H23 -2.686 -1.833 3.228
H24 -1.439 -2.886 2.555
H25 -4.438 -3.553 2.805
H26 -3.165 -4.218 3.854
H27 -3.209 -4.646 2.138
H28 -4.302 -2.542 -0.805
H29 -2.755 -2.412 -1.662
H30 -5.348 -0.945 -2.389
H31 -4.600 -2.266 -3.310
H32 -3.784 -0.695 -3.187
C20 4.385 3.050 2.496
Sb1 3.400 1.423 1.411
C21 3.244 0.010 2.999
C22 5.246 0.758 0.536
H33 5.280 2.689 3.009
H34 3.715 3.502 3.230
H35 4.681 3.822 1.782
H36 4.176 -0.021 3.566
H37 3.029 -0.980 2.590
H38 2.429 0.324 3.652
H39 5.968 0.443 1.293
H40 5.662 1.604 -0.016
H41 5.037 -0.064 -0.151
F1 -0.017 5.749 -0.398
C23 -0.320 4.741 0.506
C24 -1.553 4.114 0.469
C25 -1.865 3.132 1.392
C26 -0.951 2.724 2.429
C27 -1.226 1.768 3.386
C28 0.333 3.383 2.360
C29 0.630 4.366 1.441
H42 -2.263 4.389 -0.304
H43 -2.836 2.650 1.329
H44 -2.171 1.237 3.399
H45 -0.476 1.481 4.114
H46 1.092 3.094 3.082
H47 1.607 4.840 1.438

The molar mass is 874.3 g mol⁻¹. The value obtained for the frontier orbital gap is 3.869 eV. As for the charge: -2. The value obtained for the HOMO energy is -0.14 eV.

=====

x:
C29H47CsFNO10PSb | ωB97M-V/def2-TZVPD

Atoms and positions in Å:
Cs1 -0.636 -0.433 0.004
O1 0.018 -1.190 3.621
C1 0.769 -0.386 3.031
O2 0.410 0.508 2.230
C2 2.291 -0.541 3.255
C3 3.019 0.782 3.558
C4 4.329 0.461 4.305
C5 5.169 -0.157 3.156
C6 4.215 0.019 1.955
O3 3.525 1.223 2.296
C7 3.106 -1.033 2.012
C8 2.289 -1.158 0.708
O4 2.562 -0.421 -0.280
O5 1.384 -2.009 0.735
H1 2.418 -1.239 4.083
H2 2.394 1.559 3.990
H3 4.787 1.379 4.679
H4 4.176 -0.216 5.145
H5 6.098 0.392 2.999
H6 5.419 -1.206 3.326
H7 4.682 0.124 0.979
H8 3.510 -2.030 2.206
O6 1.254 5.150 0.105
C9 0.542 4.271 -0.597
O7 -0.495 4.551 -1.146
C10 1.143 2.861 -0.551
N1 2.489 2.927 0.032
C11 3.478 2.766 -1.053
C12 2.681 2.725 -2.365
C13 1.296 2.238 -1.938
H9 0.507 2.259 0.099
H10 2.607 2.189 0.722
H11 2.042 4.594 0.386
H12 4.040 1.841 -0.917
H13 4.183 3.602 -1.045
H14 3.146 2.064 -3.095
H15 2.617 3.723 -2.809
H16 1.318 1.155 -1.824
H17 0.495 2.529 -2.616
C14 -5.247 2.896 3.875
C15 -4.871 1.486 4.294
O8 -4.417 0.728 3.189
P1 -2.776 0.751 2.853
O9 -2.810 -0.501 1.807
C16 -2.925 -1.861 2.227
C17 -4.351 -2.319 1.976
O10 -2.643 1.821 1.645
C18 -3.517 1.758 0.501
C19 -3.679 3.160 -0.046
H18 -5.601 3.474 4.733
H19 -6.037 2.865 3.123
H20 -4.382 3.402 3.444
H21 -5.738 0.954 4.694
H22 -4.094 1.507 5.069
H23 -2.604 -1.946 3.268
H24 -2.228 -2.458 1.633
H25 -5.052 -1.708 2.543
H26 -4.488 -3.367 2.252
H27 -4.576 -2.216 0.913
H28 -4.477 1.331 0.793
H29 -3.093 1.105 -0.260
H30 -4.150 3.811 0.693
H31 -4.304 3.136 -0.941
H32 -2.709 3.578 -0.317
C20 5.933 -1.968 -3.803
Sb1 4.712 -1.080 -2.221
C21 4.277 -3.001 -1.370
C22 2.937 -1.016 -3.416
H33 5.404 -2.769 -4.323
H34 6.839 -2.383 -3.353
H35 6.233 -1.214 -4.533
H36 3.888 -3.651 -2.155
H37 3.534 -2.912 -0.581
H38 5.195 -3.435 -0.969
H39 2.819 -1.949 -3.968
H40 2.961 -0.190 -4.127
H41 2.102 -0.893 -2.730
F1 -5.279 -5.557 -5.375
C23 -4.712 -4.436 -4.780
C24 -5.211 -3.965 -3.579
C25 -4.651 -2.851 -2.984
C26 -3.544 -2.130 -3.559
C27 -2.977 -1.012 -2.969
C28 -3.081 -2.681 -4.808
C29 -3.648 -3.795 -5.393
H42 -6.044 -4.473 -3.104
H43 -5.066 -2.504 -2.043
H44 -3.412 -0.582 -2.074
H45 -2.208 -0.443 -3.479
H46 -2.247 -2.200 -5.308
H47 -3.261 -4.171 -6.334

The molar mass is 874.3 g mol⁻¹. The value obtained for the frontier orbital gap is 3.949 eV. As for the charge: -2. The value obtained for the HOMO energy is -0.13 eV.

=====

Order of stability, best first: x, w

=====

w:
C5H15NO4 | ωB97M-V/def2-TZVPD

Atoms and positions in Å:
C1 -0.850 0.469 -1.586
C2 -1.400 -0.238 -0.342
C3 -0.888 -1.684 -0.121
C4 -0.129 -2.316 -1.233
O1 1.063 -2.221 -1.386
N1 -1.011 0.533 0.881
C5 -0.809 1.927 0.876
O2 0.488 2.339 0.410
H1 -0.962 1.543 -1.519
H2 0.211 0.250 -1.741
H3 -1.345 0.170 -2.517
H4 -2.496 -0.177 -0.286
H5 -1.843 -2.199 0.095
H6 -0.333 -1.764 0.827
H7 -0.704 -3.046 -1.827
H8 -0.233 0.089 1.355
H9 -1.493 2.561 0.287
H10 -0.899 2.247 1.930
H11 1.014 2.769 1.074
O3 1.735 -0.374 2.301
H12 1.906 -0.464 1.341
H13 2.247 0.419 2.498
O4 2.584 -0.240 -0.310
H14 2.159 -1.089 -0.616
H15 1.986 0.496 -0.393

As for the structure (SMILES): C[C@@H](CC=O)NCO.O.O. The molar mass is 153.2 g mol⁻¹. The value obtained for the frontier orbital gap is 9.552 eV. As for the charge: 0. The value obtained for the HOMO energy is -9.13 eV.

=====

x:
C5H15NO4 | ωB97M-V/def2-TZVPD

Atoms and positions in Å:
O1 0.667 1.580 -1.335
C1 0.438 0.469 -0.869
N1 -0.805 0.022 -0.637
C2 -1.142 -1.177 0.139
C3 -2.458 -0.857 0.842
C4 -3.050 0.390 0.172
C5 -1.999 0.863 -0.830
H1 1.223 -0.283 -0.698
H2 -0.342 -1.353 0.858
H3 -1.301 -2.067 -0.460
H4 -2.362 -0.623 1.913
H5 -3.073 -1.745 0.999
H6 -3.855 -0.003 -0.459
H7 -3.380 1.163 0.852
H8 -2.308 0.822 -1.877
H9 -1.699 1.901 -0.708
O2 1.067 3.521 1.917
H10 0.524 3.333 1.137
H11 1.905 3.549 1.420
O3 3.162 -2.376 1.140
H12 3.165 -2.465 0.179
H13 3.951 -1.969 1.517
O4 3.966 -0.934 -1.382
H14 4.059 -1.648 -2.015
H15 3.648 -0.114 -1.815

As for the structure (SMILES): O=CN1CCCC1.O.O.O. The molar mass is 153.2 g mol⁻¹. The value obtained for the frontier orbital gap is 9.910 eV. As for the charge: 0. The value obtained for the HOMO energy is -9.42 eV.

=====

Order of stability, best first: x, w

=====

w:
C9H22N2O2 | ωB97M-V/def2-TZVPD

Atoms and positions in Å:
C1 -0.110 3.016 -0.446
N1 0.038 1.617 -0.894
C2 -1.226 1.239 -1.512
C3 1.225 1.429 -1.794
C4 0.156 0.734 0.467
O1 1.380 1.091 0.953
N2 0.202 -0.808 0.491
C5 1.104 -1.433 -0.529
C6 -1.290 -1.264 0.440
C7 -1.461 -2.713 0.809
O2 -1.204 -2.735 2.207
C8 0.198 -2.481 2.484
C9 0.639 -1.131 1.912
H1 0.847 3.322 -0.205
H2 -0.508 3.621 -1.122
H3 -0.907 3.171 0.363
H4 -1.318 0.291 -1.873
H5 -2.101 1.327 -0.894
H6 -1.215 1.863 -2.445
H7 1.107 0.813 -2.650
H8 1.442 2.309 -2.344
H9 2.127 1.140 -1.435
H10 -0.621 1.107 1.032
H11 1.186 1.860 1.489
H12 1.861 -0.663 -0.654
H13 1.559 -2.235 -0.122
H14 0.561 -1.764 -1.288
H15 -1.820 -1.214 -0.544
H16 -1.859 -0.614 1.205
H17 -2.454 -2.958 0.456
H18 -0.864 -3.608 0.310
H19 0.754 -3.255 1.880
H20 0.223 -2.536 3.698
H21 0.112 -0.426 2.642
H22 1.632 -1.130 2.049

As for the structure (SMILES): C[N+](C)(C)[C@H](O)[N+]1(C)CCOCC1. The molar mass is 190.3 g mol⁻¹. The value obtained for the frontier orbital gap is 10.750 eV. As for the charge: +2. The value obtained for the HOMO energy is -16.98 eV.

=====

x:
C9H22N2O2 | ωB97M-V/def2-TZVPD

Atoms and positions in Å:
C1 2.604 1.547 -0.934
N1 1.150 1.477 -0.414
C2 1.092 2.075 1.011
C3 0.415 2.341 -1.425
C4 0.901 -0.039 -0.467
O1 0.961 -0.293 -1.784
N2 -0.425 -0.631 0.051
C5 -1.681 -0.106 -0.541
C6 -0.664 -0.513 1.538
C7 -1.843 -1.361 2.031
O2 -1.711 -2.723 1.702
C8 -1.617 -2.981 0.321
C9 -0.370 -2.173 -0.208
H1 2.639 1.553 -2.071
H2 3.012 2.500 -0.704
H3 3.463 0.807 -0.703
H4 0.052 2.226 1.298
H5 1.617 1.519 1.736
H6 1.472 3.142 0.927
H7 -0.492 2.628 -1.006
H8 1.165 3.044 -1.714
H9 0.235 1.869 -2.365
H10 1.742 -0.416 0.212
H11 1.111 -1.170 -2.126
H12 -1.505 0.259 -1.604
H13 -2.266 -0.965 -0.708
H14 -2.017 0.734 0.172
H15 -0.771 0.581 1.834
H16 0.227 -0.908 2.122
H17 -1.775 -1.427 3.061
H18 -2.806 -0.939 1.636
H19 -2.609 -2.760 -0.139
H20 -1.409 -3.972 0.156
H21 0.478 -2.680 0.366
H22 -0.376 -2.245 -1.261

As for the structure (SMILES): C[N+](C)(C)[C@H](O)[N+]1(C)CCOCC1. The molar mass is 190.3 g mol⁻¹. The value obtained for the frontier orbital gap is 11.230 eV. As for the charge: +2. The value obtained for the HOMO energy is -17.24 eV.

=====

Order of stability, best first: x, w